w | Entry from the OMol25 dataset: one molecule with the formula C4H8OS (ωB97M-V/def2-TZVPD).

- SMILES string = CC(C)SC=O
- orbital gap (eV) = 10.5
- spin multiplicity = 1
- molecular weight (g/mol) = 104.17

Each line ends with the natural charge from an NBO analysis.
Geometry (Å):
1 C 0.99545 -1.10470 -0.34229  -0.62
2 C 0.11802 0.03294 0.24554  -0.34
3 C 1.02081 0.94749 1.10085  -0.61
4 S -0.80317 1.02557 -0.98643  0.21
5 C -2.38490 0.20975 -1.10661  0.25
6 O -3.24654 0.57669 -1.89453  -0.53
7 H 0.42952 -1.91391 -0.87139  0.22
8 H 1.49463 -1.56269 0.48264  0.21
9 H 1.76606 -0.83202 -1.04050  0.22
10 H -0.62723 -0.34503 0.94302  0.21
11 H 0.45768 1.83993 1.45254  0.22
12 H 1.41937 0.40224 1.94889  0.22
13 H 1.88811 1.31166 0.51683  0.21
14 H -2.52782 -0.58792 -0.44858  0.13

=====

x | Entry from the OMol25 dataset: one molecule with the formula C4H8OS (ωB97M-V/def2-TZVPD).

- orbital gap (eV) = 9.0
- spin multiplicity = 1
- molecular weight (g/mol) = 104.17

Each line ends with the natural charge from an NBO analysis.
Geometry (Å):
1 C -0.38412 -0.93601 0.75021  -0.53
2 C 0.39244 0.23041 0.27124  -0.13
3 C 1.49969 -0.13603 -0.66096  -0.63
4 C -0.13579 1.40901 0.47196  -0.26
5 O -1.86001 0.90300 -0.55302  -0.91
6 S -2.09851 -0.52404 -0.22257  0.97
7 H -0.56868 -0.97759 1.79583  0.22
8 H -0.06897 -1.99403 0.46777  0.22
9 H 2.47667 -0.00945 -0.05066  0.21
10 H 1.72223 0.39146 -1.59184  0.22
11 H 1.46861 -1.18461 -0.76108  0.20
12 H -0.76083 1.61583 1.27409  0.19
13 H 0.07229 2.41545 0.10790  0.21
14 H -1.75502 -1.20339 -1.29889  0.02

=====

The most stable structure shown above is w; the least stable is x.